[1]
Entry from the OMol25 dataset: a cluster of 2 separate species, C7H14N2 in total (ωB97M-V/def2-TZVPD).

```
23
Properties=species:S:1:pos:R:3
H 2.18 -1.06 1.02
C -0.53 -0.04 1.76
H 0.76 0.06 3.52
C 1.07 0.17 -2.29
C -0.97 -0.08 -1.77
H 2.13 0.02 -2.47
H 1.21 2.21 -1.91
H 2.93 -0.24 2.29
H -1.36 0.16 2.43
H -0.79 -0.83 1.06
C -0.70 1.24 -1.58
H 1.91 0.72 1.23
H -2.11 -1.84 -1.41
C 0.72 -0.43 2.54
H -2.90 -0.72 -2.46
H 0.61 -1.49 2.82
N 0.61 1.40 -1.93
H -2.85 -0.39 -0.73
C -2.27 -0.78 -1.57
H -1.39 2.01 -1.29
H -0.40 0.89 1.20
C 1.99 -0.25 1.73
N 0.15 -0.73 -2.20
```

Its energy above the lowest of the compared OMol25 structures with the same formula, charge and spin is 4.2 kcal/mol. As for the total charge: 0. As for the largest force on an atom: 1.0 eV/A. As for the SMILES: Cc1c[nH]cn1.CCC. Its total energy is -10466.1849 eV.


[2]
Entry from the OMol25 dataset: the ion C6H10N with charge +1 in a non-equilibrium geometry (ωB97M-V/def2-TZVPD).

```
17
Properties=species:S:1:pos:R:3
C 1.43 1.23 1.13
H -1.66 0.40 -1.88
H -1.25 0.88 1.54
H -1.15 -1.42 -0.56
H -2.60 -1.26 0.37
C 2.31 0.07 -1.16
C 0.50 0.25 0.82
H 3.33 -0.14 -0.95
N -2.15 0.34 -1.02
H 2.13 0.87 -1.94
H 1.58 2.06 1.73
H 1.87 -0.86 -1.51
H -0.87 -0.94 1.82
H -3.05 0.62 -0.92
C -1.72 -0.67 -0.13
C -0.91 -0.13 1.13
C 1.66 0.37 0.07
```

Its energy above the lowest of the compared OMol25 structures with the same formula, charge and spin is 45.5 kcal/mol. As for the total charge: +1. As for the largest force on an atom: 4.0 eV/A. Its total energy is -7864.3730 eV.


[3]
Entry from the OMol25 dataset: a cluster of 2 separate species, C4H12 in total in a non-equilibrium geometry (ωB97M-V/def2-TZVPD).

```
16
Properties=species:S:1:pos:R:3
C 0.14 2.13 -0.46
H -1.83 2.73 -0.13
H -0.18 -0.82 0.72
C -1.30 1.83 -0.32
H 0.62 2.03 0.50
C 1.33 -2.03 0.26
C -0.10 -2.00 0.59
H -1.62 1.41 -1.36
H 1.32 -2.60 -0.69
H -1.52 1.14 0.49
H 0.06 3.22 -0.86
H -0.37 -2.35 1.57
H 1.93 -2.48 1.03
H -0.80 -2.48 -0.24
H 0.61 1.35 -1.09
H 1.72 -1.08 -0.03
```

Its energy above the lowest of the compared OMol25 structures with the same formula, charge and spin is 34.7 kcal/mol. As for the total charge: 0. As for the largest force on an atom: 3.9 eV/A. As for the SMILES: CC.CC. Its total energy is -4341.0220 eV.


[4]
Entry from the OMol25 dataset: a structure of composition H19NaO10 (ωB97M-V/def2-TZVPD).

```
30
Properties=species:S:1:pos:R:3
H -0.16 0.55 -0.53
O -2.94 -1.17 3.63
O 0.74 0.24 -0.30
H 7.11 0.40 2.65
H -4.80 -1.67 -3.20
Na 2.96 3.24 0.87
H 1.39 2.25 -3.27
H -5.95 -2.47 -3.76
O -4.33 1.98 -1.43
H -1.53 4.94 1.38
H -3.24 -2.01 3.29
O -2.27 4.59 1.87
H -1.82 -3.51 -1.68
H 4.54 -2.89 -0.71
O 6.24 0.65 2.34
H 1.21 3.32 -4.32
O 2.25 -1.53 3.58
O -0.87 -3.59 -1.54
H 2.89 -2.22 3.44
H -1.93 4.45 2.75
H -3.88 2.36 -0.68
O 1.80 2.62 -4.05
H 2.00 -1.24 2.70
H -1.98 -1.21 3.56
H 3.62 -2.02 -1.55
O 4.25 -2.73 -1.61
H -0.62 -2.75 -1.15
H -5.26 2.16 -1.28
O -5.21 -2.54 -3.17
H 5.80 -0.19 2.17
```

Its energy above the lowest of the compared OMol25 structures with the same formula, charge and spin is 120.4 kcal/mol. As for the total charge: 0. As for the largest force on an atom: 0.9 eV/A. Its total energy is -25196.5796 eV.


[5]
Entry from the OMol25 dataset: a structure of composition C14H21O5Pd (ωB97M-V/def2-TZVPD).

```
41
Properties=species:S:1:pos:R:3
C 2.01 -3.06 -0.27
H 1.26 -5.02 0.31
H -3.69 4.21 -2.99
H -0.24 -2.02 -1.17
O -0.29 -3.96 -0.39
C -2.51 2.72 -2.06
H -2.13 6.07 -2.40
H -2.35 -1.54 2.38
C -0.46 3.45 -0.95
O -0.39 -1.18 2.61
H -1.63 -2.34 3.80
C -2.78 4.00 -2.43
H 2.02 4.66 -1.23
H 1.58 5.17 0.41
C 0.87 -1.68 2.95
H 0.87 -2.11 3.97
C -1.91 5.05 -2.10
H -0.10 5.56 -1.12
O 1.61 -2.15 0.73
C 0.74 3.24 -0.15
C -1.47 -2.06 2.75
H -0.34 -3.35 -2.38
H 2.75 3.86 0.19
C -1.33 2.35 -1.30
H -1.35 -2.98 2.16
Pd 0.51 -0.17 -0.29
O 0.93 2.28 0.58
C -0.68 -3.02 -1.39
H -1.76 -2.96 -1.38
C -0.77 4.75 -1.39
C 1.08 -4.27 -0.46
H 3.02 -3.45 -0.06
C 1.85 4.31 -0.21
H 1.34 -4.72 -1.43
H 1.54 -0.82 2.93
H -3.17 1.91 -2.32
H 0.70 -3.56 1.92
O -1.15 1.13 -1.04
H 2.06 -2.47 -1.19
C 1.40 -2.73 2.00
H 2.35 -3.12 2.40
```

Its energy above the lowest of the compared OMol25 structures with the same formula, charge and spin is 0.0 kcal/mol. As for the total charge: -1. As for the largest force on an atom: 0.3 eV/A. Its total energy is -28573.9763 eV.


[6]
Entry from the OMol25 dataset: a structure of composition C7H18MgNO9S3 in a non-equilibrium geometry (ωB97M-V/def2-TZVPD).

```
39
Properties=species:S:1:pos:R:3
N -38.10 -28.43 42.17
H -35.87 -24.88 31.95
C -40.29 -35.42 33.37
C -38.64 -34.83 31.19
C -34.48 -34.98 41.13
C -37.77 -24.59 34.62
H -37.98 -24.37 35.67
O -41.48 -30.16 37.10
H -35.35 -34.87 41.78
H -37.59 -23.60 34.18
H -37.60 -25.26 31.94
O -34.99 -32.69 39.75
C -33.63 -32.53 42.05
C -42.07 -30.83 37.90
O -42.88 -30.50 38.76
H -40.62 -35.28 34.40
H -32.85 -32.95 42.69
H -34.61 -32.69 42.50
H -36.40 -26.49 31.79
H -33.76 -35.45 41.80
S -33.87 -33.40 40.42
O -37.78 -28.53 41.01
H -37.60 -34.82 30.87
H -38.99 -35.83 30.96
O -38.30 -33.56 33.70
H -33.46 -31.45 41.98
H -40.92 -34.73 32.81
O -39.10 -28.95 42.55
O -36.93 -27.13 34.57
H -34.63 -35.69 40.32
H -39.27 -34.01 30.83
S -38.53 -34.96 33.04
O -37.23 -28.05 42.98
C -36.63 -25.57 32.32
H -40.53 -36.43 33.03
O -41.15 -31.54 38.43
S -36.41 -25.75 34.18
Mg -38.17 -30.61 37.04
H -38.77 -24.87 34.27
```

Its energy above the lowest of the compared OMol25 structures with the same formula, charge and spin is 220.5 kcal/mol. As for the total charge: -1. As for the largest force on an atom: 6.2 eV/A. Its total energy is -65406.4464 eV.


[7]
Entry from the OMol25 dataset: a cluster of 4 separate species, C34H48BBrI2N2O5P in total in a non-equilibrium geometry (ωB97M-V/def2-TZVPD).

```
94
Properties=species:S:1:pos:R:3
H 2.01 -7.52 1.92
H 2.43 0.71 4.29
P 0.43 1.23 1.86
I 1.37 0.68 -3.06
H 2.55 1.82 -0.79
H -1.99 6.56 2.95
C 2.44 -0.46 4.16
C -5.85 1.53 1.00
H -0.66 -0.80 0.98
C -4.39 0.15 -0.72
C 5.11 -0.13 -7.43
H 5.65 -0.63 -3.63
H 4.02 -4.21 0.05
C 1.02 0.45 0.18
C -5.13 5.19 4.76
C 3.07 -5.82 1.12
H -0.15 3.14 -0.19
C 5.50 -0.49 -4.69
C 6.19 -0.88 -6.97
C -3.30 -1.70 1.04
O 3.04 -0.77 -0.42
O 1.15 2.84 2.07
H -6.07 -1.45 1.47
C 2.27 -6.96 1.03
C 6.38 -1.06 -5.61
H -4.09 -2.46 1.49
Br -1.81 1.76 1.78
H 2.65 4.00 -0.84
H -4.49 0.31 -1.90
C 0.62 -1.96 -0.36
H -1.86 -2.31 -1.51
H -4.33 -2.10 -1.04
O 3.75 1.31 1.94
H -2.87 4.32 2.38
H 3.72 0.70 -4.44
I -0.74 2.77 -2.89
C 1.80 -7.38 -0.22
C 3.40 -5.10 -0.03
C 4.39 -1.17 0.02
H 1.33 -0.83 4.13
H -5.30 2.42 0.44
H -6.90 1.94 1.29
C -6.58 -1.09 0.45
H -3.70 1.04 -0.35
H 4.96 0.02 -8.50
H 1.18 -8.27 -0.29
C 0.56 2.89 -1.08
C 4.41 0.26 -5.15
N 5.43 -1.93 0.26
H -2.26 -2.28 1.03
O 3.22 -0.92 3.01
C 1.63 -1.78 0.96
C 1.62 4.14 -1.38
H -5.16 1.25 1.91
C -3.36 4.92 3.14
H -7.70 -0.82 0.74
C -5.89 0.29 -0.10
H -0.14 -2.84 -0.12
O -1.32 -0.19 -1.03
H -3.11 7.93 4.70
H 3.37 1.02 -6.87
H -6.60 0.69 -0.98
H 1.77 -6.99 -2.34
H -3.25 -0.81 1.79
C -3.65 -1.29 -0.51
C 2.93 -5.52 -1.27
H 1.76 4.19 -2.56
H -4.88 3.44 3.53
H 1.10 -2.20 -1.40
C -4.50 4.42 3.79
H -6.02 4.81 5.27
H 0.44 3.32 2.61
H -2.64 -0.93 -2.51
H 3.18 -4.95 -2.16
C 4.22 0.44 -6.52
C -2.87 6.18 3.46
H 1.16 5.19 -1.08
H 2.35 -2.69 1.13
N 2.23 -0.41 0.59
H 2.97 -0.90 5.12
H 3.44 -5.50 2.09
H -6.54 -1.98 -0.31
C -2.25 -1.22 -1.42
B 3.03 -0.01 1.82
C -3.50 6.95 4.44
H 1.00 -1.80 1.97
C 1.43 1.52 -0.99
C -0.26 -0.60 -0.12
H 6.88 -1.32 -7.69
H 3.92 1.53 2.90
C -4.63 6.45 5.09
C 2.13 -6.66 -1.37
H -5.12 7.05 5.86
H 7.23 -1.65 -5.25
```

As for the total charge: +1. As for the largest force on an atom: 12.0 eV/A. Its total energy is -145445.0345 eV.


[8]
Entry from the OMol25 dataset: a cluster of 3 separate species, C19H49N10O4P3S in total in a non-equilibrium geometry (ωB97M-V/def2-TZVPD).

```
86
Properties=species:S:1:pos:R:3
H -2.37 -6.15 4.06
H 1.42 -0.34 -8.90
C 0.75 -0.46 1.96
H 1.15 -0.21 -10.62
H 1.51 1.94 -1.05
H -2.65 -1.18 3.66
H -0.95 -4.15 8.83
H -0.07 1.98 -10.20
S 3.97 2.60 -3.57
H 1.63 3.82 3.24
H 0.47 1.91 -8.51
C -3.11 -6.14 4.87
N -2.77 -2.06 5.60
H 6.10 1.98 -4.48
H 2.81 2.43 0.06
H 2.68 3.28 -12.51
H -5.60 -5.16 4.97
C -0.97 -4.26 7.75
H 1.61 4.43 -0.13
H -1.88 2.68 3.95
H 3.60 3.51 -10.34
H -3.95 -6.76 4.56
N -3.56 -4.80 5.19
H -0.67 0.72 -9.06
H 1.38 4.08 -11.68
H 5.05 0.57 -4.03
C -1.51 -0.42 1.23
H 1.59 2.70 4.61
N -2.29 -3.89 7.21
C -4.84 -4.46 4.61
N 0.08 2.34 3.24
P -2.29 -3.68 5.47
C 1.82 1.97 0.01
N 4.48 2.32 -7.97
H -1.35 -0.59 0.15
O 4.27 2.53 -2.17
C 4.58 1.45 -5.90
H 2.18 2.15 3.05
C 5.10 1.56 -4.49
O -1.56 -3.65 4.18
P -0.48 2.04 1.61
N 0.90 2.71 0.85
H -0.93 4.16 3.73
C -2.16 -1.13 4.64
H 1.96 0.96 0.36
H -3.28 -5.72 7.75
H -4.00 -0.54 6.34
H -4.47 -2.13 6.86
C 0.76 4.11 0.47
H -0.21 -3.60 7.34
P 2.96 1.24 -9.92
O -1.54 2.15 0.57
C 2.64 2.99 -10.34
H 0.51 -1.41 2.44
H -2.47 0.08 1.35
H -4.33 -4.30 7.63
H 2.06 3.46 -9.55
H -5.18 -3.48 4.92
C 3.64 1.31 -8.23
H -0.16 4.29 -0.11
H -4.80 -1.61 5.19
C -0.88 3.11 4.04
H -1.11 -1.33 4.51
N 3.79 0.42 -6.16
C -4.07 -1.58 6.01
H 2.75 2.06 -3.85
N -0.44 0.36 1.84
N 3.30 0.34 -7.38
C 0.19 1.32 -9.38
H -2.67 -6.62 5.75
H -4.84 -4.49 3.51
H -1.59 -1.39 1.71
C 1.44 2.78 3.53
O 3.98 3.90 -4.17
H -0.70 -5.29 7.49
H -2.24 -0.10 5.01
H 1.51 0.01 2.58
H 0.73 4.75 1.36
C 1.36 0.37 -9.72
H 1.26 2.36 -11.94
N 4.96 2.39 -6.76
H 1.19 -0.70 0.98
C 1.96 3.16 -11.70
H -3.21 -4.44 8.98
C -3.33 -4.63 7.91
H -0.61 3.08 5.10
```

As for the total charge: 0. As for the largest force on an atom: 4.9 eV/A. As for the SMILES: CCP(CC)c1nnc(C[SH](=O)=O)nn1.CN(C)P(=O)(N(C)C)N(C)C.CN(C)P(=O)(N(C)C)N(C)C. Its total energy is -82285.8817 eV.


[9]
Entry from the OMol25 dataset: a structure of composition C9H16O in a non-equilibrium geometry (ωB97M-V/def2-TZVPD).

```
26
Properties=species:S:1:pos:R:3
H 1.04 -3.08 -0.54
O 1.43 0.75 -2.22
C -1.00 -0.29 -0.02
H 0.53 1.51 2.14
H -2.81 0.02 -1.15
C 1.90 -0.10 0.48
H -2.06 0.21 1.75
H 1.30 2.74 1.11
H 0.12 -1.18 -1.66
H -0.86 -1.16 1.93
C -1.90 0.57 -0.89
C -0.47 -1.54 -0.81
H -2.20 1.48 -0.37
H -0.15 -2.95 0.82
C 0.38 -2.43 0.02
C 1.01 1.38 -1.27
H -0.42 2.36 0.91
H -1.37 -2.03 -1.19
C 0.92 0.87 0.13
H 2.61 -0.36 -0.30
H 2.35 0.00 1.47
H 0.57 2.39 -1.41
H 1.29 -1.46 0.48
C 0.56 1.93 1.14
H -1.41 0.85 -1.82
C -1.37 -0.47 1.28
```

Its energy above the lowest of the compared OMol25 structures with the same formula, charge and spin is 90.6 kcal/mol. As for the total charge: 0. As for the largest force on an atom: 3.4 eV/A. Its total energy is -11635.6010 eV.


[10]
Entry from the OMol25 dataset: a cluster of 2 separate species, C5H12O2 in total (ωB97M-V/def2-TZVPD).

```
19
Properties=species:S:1:pos:R:3
H -1.55 0.35 -1.31
C 2.36 0.55 -0.87
C -1.14 -0.32 -0.56
H 1.93 -0.25 -1.49
H -0.03 -1.38 -2.02
H -2.05 1.34 2.36
O 0.37 -2.07 -0.08
O 1.70 0.68 0.36
H 3.43 0.35 -0.75
H 0.92 -2.69 -0.56
H -1.04 -0.84 1.51
C -1.60 -0.16 0.86
H 2.24 1.49 -1.43
C -1.52 1.27 1.41
H -1.98 1.99 0.72
H 1.37 -0.19 0.61
H -2.65 -0.49 0.90
C -0.29 -1.25 -0.98
H -0.48 1.58 1.56
```

Its energy above the lowest of the compared OMol25 structures with the same formula, charge and spin is 40.7 kcal/mol. As for the total charge: 0. As for the largest force on an atom: 0.4 eV/A. As for the SMILES: CC/C=C\O.CO. Its total energy is -9473.3722 eV.


[11]
Entry from the OMol25 dataset: a structure of composition C10H16N2O2 in a non-equilibrium geometry (ωB97M-V/def2-TZVPD).

```
30
Properties=species:S:1:pos:R:3
O 0.10 1.16 0.96
C -0.40 -2.15 -0.68
H -1.44 -0.81 2.04
C 1.88 2.15 -2.20
C 1.29 2.16 -0.91
H 1.23 3.15 -0.24
H 2.40 0.87 -4.01
H 1.32 -1.12 -2.88
C 0.84 0.93 2.25
H 1.41 1.96 2.55
C 1.04 -0.08 -0.84
C -0.33 0.87 3.15
C 1.46 -0.12 -2.17
H -0.06 0.22 4.10
H -0.55 -2.63 -1.65
H -2.31 -3.45 -1.26
N -2.49 -2.18 -1.24
H -1.93 -1.25 0.64
H -3.36 -1.81 -0.75
C 1.88 0.91 -2.95
H -1.56 -0.30 -0.85
H -0.45 -3.14 -0.05
H -0.39 2.02 3.64
C 0.73 1.10 -0.24
O 0.84 -1.38 -0.30
H 1.53 -0.02 2.25
N -1.59 0.22 2.67
H 2.48 2.93 -2.61
H -2.09 1.09 1.98
C -1.49 -1.32 -0.42
```

Its energy above the lowest of the compared OMol25 structures with the same formula, charge and spin is 199.5 kcal/mol. As for the total charge: 0. As for the largest force on an atom: 5.6 eV/A. Its total energy is -17696.3881 eV.


[12]
Entry from the OMol25 dataset: a structure of composition C27H23F5FePSe2Si (ωB97M-V/def2-TZVPD).

```
60
Properties=species:S:1:pos:R:3
C -1.45 0.44 4.48
C 4.06 0.93 -2.41
Se 0.00 -2.11 -0.42
Se 1.77 1.07 1.86
H -4.07 -3.38 0.63
C 2.15 2.32 -2.90
F -0.55 -3.04 4.21
C -1.09 1.11 -4.03
C -2.03 5.31 -1.69
C -1.12 -4.98 0.77
H -1.72 0.68 -6.03
C -3.20 -2.71 0.56
C 3.47 1.98 -3.11
Fe 0.68 0.03 0.00
H -2.44 3.34 -2.45
C 3.35 0.21 -1.46
F -2.38 -1.48 5.47
C 0.44 0.24 2.97
C -1.94 0.56 -4.98
H -1.30 -4.46 -2.51
H -1.39 7.15 -0.80
H -2.68 0.06 -1.22
F 1.30 -1.95 2.64
H -4.21 -0.89 -2.92
P -0.28 1.63 -1.39
H 5.11 0.70 -2.59
H -0.26 -5.45 0.30
C -1.36 0.94 -2.67
C -1.19 6.09 -0.92
H -0.82 -4.62 1.76
C -3.06 -0.16 -4.58
H 0.56 6.12 0.33
C -2.48 0.22 -2.28
C 0.41 -1.14 3.19
C 2.02 0.55 -1.25
H 4.07 2.55 -3.82
C -0.54 -1.72 4.02
H 1.01 3.71 0.08
F -2.35 1.21 5.09
H -3.71 -0.59 -5.32
H -2.93 -2.38 1.56
C 0.16 4.16 -0.43
C -2.18 -4.08 -2.00
C -1.78 3.95 -1.84
C 1.42 1.56 -1.99
C -3.33 -0.32 -3.23
Si -1.75 -3.56 -0.26
C -0.10 5.52 -0.28
H -0.22 1.67 -4.34
H 3.83 -0.57 -0.88
C -1.47 -0.93 4.67
H -1.90 -5.73 0.90
H -3.50 -1.83 -0.02
C -0.68 3.38 -1.22
H -2.95 -4.86 -2.00
F -0.55 2.33 3.47
C -0.51 1.00 3.64
H -2.56 -3.22 -2.56
H -2.89 5.75 -2.18
H 1.69 3.15 -3.43
```

As for the expectation value of S²: 1.228. As for the total charge: 0. As for the largest force on an atom: 0.6 eV/A. Its multiplicity is 2. Its total energy is -224205.1808 eV.